Entry 1:
A single C6H16N2O2Si molecule at a distorted geometry, computed with ωB97M-V/def2-TZVPD.

Geometry as XYZ:
```
27
Properties=species:S:1:pos:R:3:lowdin_charge:R:1
C 1.531 -1.700 0.158 -0.62
C 0.643 1.635 -1.161 -0.18
C -1.606 1.247 0.820 -0.18
C 1.518 0.752 1.732 -0.14
C -0.598 -1.747 -1.182 -0.24
C 0.078 -1.244 0.088 -0.45
N -0.654 -1.691 1.267 0.03
N 0.034 -1.356 -2.427 0.01
O 2.069 -2.071 1.144 0.18
O 2.256 -1.739 -1.019 0.03
Si 0.179 0.723 0.400 0.62
H 0.748 2.763 -0.988 0.07
H 1.550 1.230 -1.582 0.03
H -0.084 1.529 -1.913 -0.01
H -2.068 1.686 -0.085 0.03
H -2.147 0.312 1.032 0.01
H -1.541 1.835 1.768 0.04
H 1.410 0.009 2.456 0.00
H 2.440 0.592 1.192 0.04
H 1.529 1.750 2.170 0.04
H -1.644 -1.593 -1.227 0.10
H -0.622 -2.900 -1.212 0.15
H 0.013 -1.739 2.117 0.12
H -0.923 -2.665 1.099 0.09
H -0.066 -0.431 -2.763 0.06
H -0.496 -2.004 -3.004 0.09
H 1.640 -1.911 -1.779 0.07
```

Computed properties:
**Frontier orbital gap (spin up / spin down)**: 4.88 / 6.39 eV
**E_LUMO (spin up / spin down)**: 0.6 / -2.8 eV
**⟨S²⟩**: 2.008
**Energy above the lowest of the compared OMol25 structures with the same formula, charge and spin**: 0.0 kcal per mole
**Multiplicity**: 3

=====

Entry 2:
10 unconnected molecules or ions with the total composition C9H38N18O10 at a distorted geometry, computed with ωB97M-V/def2-TZVPD.

Geometry as XYZ:
```
75
Properties=species:S:1:pos:R:3:lowdin_charge:R:1
C -1.253 -0.759 -4.651 -0.68
O -2.464 -0.799 -4.855 0.00
N -0.296 -0.767 -5.573 0.16
N -0.699 -0.711 -3.377 0.17
H 0.670 -0.862 -5.326 0.10
H -0.531 -0.793 -6.551 0.11
H -1.272 -0.556 -2.552 0.04
H 0.295 -0.793 -3.355 0.07
C -2.462 0.590 1.964 -0.68
O -1.711 1.119 1.146 0.02
N -3.810 0.726 1.939 0.15
N -2.073 -0.282 2.925 0.16
H -4.430 0.068 2.368 0.09
H -4.160 1.449 1.333 0.11
H -2.758 -0.446 3.642 0.09
H -1.073 -0.425 3.119 0.04
C 1.854 3.406 1.500 -0.69
O 2.911 3.888 1.933 -0.02
N 1.592 2.069 1.477 0.19
N 0.877 4.098 0.905 0.15
H 0.734 1.824 1.009 0.06
H 2.339 1.528 1.865 0.08
H 0.266 3.645 0.246 0.05
H 0.928 5.094 0.777 0.11
C -3.013 -1.841 -1.040 -0.61
O -2.395 -0.773 -1.209 -0.06
N -3.460 -2.588 -2.058 0.20
N -3.304 -2.310 0.180 0.20
H -3.101 -2.364 -2.976 0.10
H -3.940 -3.459 -1.927 0.11
H -2.938 -1.830 0.986 0.08
H -3.814 -3.173 0.198 0.10
C 1.790 -0.548 3.664 -0.63
O 0.626 -0.456 3.230 -0.03
N 2.225 0.140 4.749 0.17
N 2.822 -0.932 2.895 0.19
H 1.583 0.716 5.264 0.11
H 3.193 0.400 4.755 0.10
H 3.760 -0.621 3.075 0.10
H 2.609 -1.183 1.942 0.09
C 4.511 -1.156 0.255 -0.71
O 5.124 -1.631 1.209 0.00
N 3.648 -1.862 -0.535 0.16
N 4.520 0.158 -0.042 0.19
H 3.667 -2.847 -0.322 0.11
H 3.021 -1.505 -1.229 0.08
H 4.905 0.708 0.707 0.11
H 3.974 0.485 -0.821 0.06
C -1.034 -4.194 2.184 -0.71
O -0.377 -4.582 1.230 0.03
N -0.553 -3.358 3.124 0.17
N -2.320 -4.586 2.410 0.14
H 0.233 -2.858 2.737 0.09
H -1.063 -3.019 3.917 0.09
H -2.813 -4.357 3.255 0.09
H -2.753 -5.285 1.834 0.10
C -1.603 2.633 -1.843 -0.63
O -0.672 2.429 -1.062 -0.03
N -1.775 3.781 -2.567 0.16
N -2.686 1.864 -1.924 0.19
H -1.104 4.529 -2.535 0.10
H -2.523 3.811 -3.231 0.09
H -3.266 1.860 -2.741 0.11
H -2.685 1.054 -1.304 0.07
C 2.644 2.165 -2.227 -0.70
O 3.681 1.915 -2.864 -0.02
N 1.755 1.216 -1.874 0.17
N 2.382 3.464 -1.971 0.17
H 0.910 1.498 -1.380 0.05
H 1.946 0.332 -2.301 0.08
H 3.069 4.004 -2.471 0.11
H 1.432 3.699 -1.733 0.07
O 0.209 -0.552 -0.072 -0.07
H 0.202 -0.982 0.789 0.01
H -0.723 -0.327 -0.242 -0.01
```

Computed properties:
**Frontier orbital gap**: 8.90 eV
**E_LUMO**: 0.0 eV
**SMILES string**: NC(N)=O.NC(N)=O.NC(N)=O.NC(N)=O.NC(N)=O.NC(N)=O.NC(N)=O.NC(N)=O.NC(N)=O.O
**Energy above the lowest of the compared OMol25 structures with the same formula, charge and spin**: 26.0 kcal per mole

=====

Entry 3:
A single C20H22Cl2N2 molecule at a distorted geometry, computed with ωB97M-V/def2-TZVPD.

Geometry as XYZ:
```
46
Properties=species:S:1:pos:R:3:lowdin_charge:R:1
Cl 4.185 3.971 -0.308 0.66
Cl 2.613 -1.711 3.121 0.67
C -0.559 -0.804 5.397 -0.08
C -1.613 -0.809 4.461 -0.08
C 0.327 3.389 0.473 -0.05
C 1.601 3.964 0.368 -0.12
C 0.733 -1.094 4.976 -0.11
C -1.409 -1.185 3.138 -0.04
C 0.028 2.188 -0.206 -0.04
C 2.281 2.147 -1.060 -0.04
C 2.575 3.326 -0.379 -0.67
C 0.960 -1.378 3.607 -0.58
C -0.110 -1.467 2.716 -0.24
C 0.996 1.548 -1.021 -0.14
N 0.027 -0.744 0.387 0.00
N -0.148 0.495 -3.032 -0.11
C 0.080 -1.919 1.277 -0.19
C -1.585 0.707 -2.721 -0.15
C -0.073 -0.670 -3.953 -0.17
C -2.091 -0.472 -1.839 -0.12
C -0.592 -1.957 -3.235 -0.12
C -1.002 -1.566 -1.766 -0.24
C 0.268 -0.985 -1.075 -0.23
C 0.755 0.279 -1.844 -0.18
H -0.710 -0.565 6.441 0.10
H -2.590 -0.441 4.734 0.10
H -0.454 3.906 1.011 0.10
H 1.822 4.854 0.935 0.10
H 1.569 -1.061 5.660 0.10
H -2.226 -1.258 2.385 0.13
H -0.985 1.827 -0.171 0.09
H 3.056 1.723 -1.660 0.10
H 0.649 -0.027 0.755 0.10
H -0.694 -2.635 1.001 0.11
H 1.051 -2.422 1.197 0.08
H -1.672 1.659 -2.204 0.10
H -2.145 0.750 -3.650 0.11
H 0.966 -0.818 -4.285 0.11
H -0.658 -0.515 -4.854 0.11
H -2.977 -0.903 -2.276 0.10
H -2.386 -0.086 -0.855 0.10
H 0.169 -2.752 -3.256 0.11
H -1.494 -2.339 -3.731 0.10
H -1.350 -2.447 -1.234 0.13
H 1.077 -1.715 -1.184 0.14
H 1.736 0.011 -2.242 0.13
```

Computed properties:
**Frontier orbital gap**: 9.06 eV
**E_LUMO**: 0.7 eV
**SMILES string**: Clc1cccc([C@H]2[C@@H](NCc3ccccc3Cl)C3CCN2CC3)c1
**Energy above the lowest of the compared OMol25 structures with the same formula, charge and spin**: 0.0 kcal per mole

=====

Entry 4:
A single C14H18ClN3O2 molecule at a distorted geometry, computed with ωB97M-V/def2-TZVPD.

Geometry as XYZ:
```
38
Properties=species:S:1:pos:R:3:lowdin_charge:R:1
O -4.798 -0.007 -1.037 0.06
Cl 3.958 4.342 -1.413 0.70
N 2.580 2.527 -0.059 0.11
N 1.719 -0.281 1.997 0.18
O -4.136 -2.064 -1.899 -0.01
C -4.891 -1.237 -1.123 -0.49
C 3.754 3.183 -0.165 -0.71
C 1.411 0.603 1.054 -0.26
C 4.898 2.887 0.708 -0.10
C 4.777 1.899 1.632 0.03
C 3.534 1.091 1.614 -0.17
C 3.040 0.031 2.321 -0.30
N 2.488 1.477 0.823 -0.01
C -5.986 -1.881 -0.293 0.01
C 3.763 -0.700 3.414 -0.04
C -3.282 -1.457 -2.872 -0.17
C 0.068 0.684 0.386 -0.15
C -1.799 -1.361 -2.373 -0.15
C -0.158 -0.428 -0.600 -0.22
C -1.577 -0.332 -1.214 -0.20
H 5.823 3.519 0.650 0.11
H 5.546 1.641 2.312 0.10
H -5.960 -1.517 0.762 0.10
H -5.869 -2.939 -0.331 0.06
H -6.963 -1.659 -0.719 0.09
H 3.139 -0.637 4.305 0.07
H 3.928 -1.771 3.083 0.10
H 4.747 -0.277 3.637 0.06
H -3.593 -0.468 -3.197 0.12
H -3.363 -2.093 -3.766 0.12
H -0.704 0.612 1.177 0.13
H 0.004 1.685 -0.085 0.12
H -1.151 -1.084 -3.203 0.11
H -1.513 -2.363 -2.005 0.12
H -0.030 -1.448 -0.193 0.12
H 0.612 -0.308 -1.372 0.12
H -2.264 -0.553 -0.398 0.10
H -1.752 0.683 -1.560 0.12
```

Computed properties:
**Frontier orbital gap**: 7.84 eV
**E_LUMO**: -0.1 eV
**SMILES string**: CC(=O)OCCCCCc1nc(C)c2ccc(Cl)nn12
**Energy above the lowest of the compared OMol25 structures with the same formula, charge and spin**: 1.7 kcal per mole

=====

Entry 5:
5 unconnected molecules or ions with the total composition H10O5 at a distorted geometry, computed with ωB97M-V/def2-TZVPD.

Geometry as XYZ:
```
15
Properties=species:S:1:pos:R:3:lowdin_charge:R:1
O 0.180 0.043 -0.315 -0.03
H -0.056 0.381 -1.162 0.00
H -0.078 -0.852 -0.446 0.00
O -1.326 1.099 1.848 -0.02
H -1.070 0.751 2.710 0.05
H -0.689 0.899 1.258 -0.09
O 2.011 0.873 1.501 -0.09
H 2.214 0.311 2.285 0.05
H 1.352 0.459 0.932 -0.04
O -0.582 1.346 -2.615 -0.11
H -0.490 1.552 -3.615 0.11
H -0.742 2.149 -2.038 0.09
O -0.347 -2.644 0.075 -0.08
H 0.505 -2.863 -0.325 0.05
H -0.880 -3.505 -0.086 0.11
```

Computed properties:
**Frontier orbital gap**: 10.77 eV
**E_LUMO**: 0.4 eV
**SMILES string**: O.O.O.O.O
**Energy above the lowest of the compared OMol25 structures with the same formula, charge and spin**: 32.9 kcal per mole

=====

Entry 6:
A single C5H9N molecule at a distorted geometry, computed with ωB97M-V/def2-TZVPD.

Geometry as XYZ:
```
15
Properties=species:S:1:pos:R:3:lowdin_charge:R:1
C -2.152 -0.193 0.458 -0.12
C -0.899 0.578 0.050 -0.28
C 0.295 -0.357 -0.133 -0.23
C 1.611 0.393 -0.384 -0.19
C 2.770 -0.499 -0.269 -0.23
N 3.664 -1.223 -0.145 0.13
H -1.950 -0.812 1.340 0.07
H -2.981 0.479 0.703 0.07
H -2.487 -0.861 -0.344 0.07
H -0.658 1.324 0.821 0.11
H -1.084 1.138 -0.876 0.11
H 0.409 -0.973 0.767 0.12
H 0.107 -1.052 -0.961 0.12
H 1.733 1.199 0.349 0.12
H 1.623 0.859 -1.376 0.12
```

Computed properties:
**Frontier orbital gap**: 12.37 eV
**E_LUMO**: 0.9 eV
**SMILES string**: CCCCC#N
**Energy above the lowest of the compared OMol25 structures with the same formula, charge and spin**: 2.3 kcal per mole

=====

Entry 7:
2 unconnected molecules or ions with the total composition O4S2 at a distorted geometry, computed with ωB97M-V/def2-TZVPD.

Geometry as XYZ:
```
6
Properties=species:S:1:pos:R:3:lowdin_charge:R:1
O -0.307 0.417 0.898 -0.52
O -2.642 -0.088 0.834 -0.40
O 1.024 -1.412 -0.824 -0.42
O 1.850 0.852 -0.958 -0.44
S -1.556 0.630 0.223 0.93
S 1.767 -0.397 -0.192 0.86
```

Computed properties:
**Frontier orbital gap**: 9.84 eV
**E_LUMO**: -1.8 eV
**Energy above the lowest of the compared OMol25 structures with the same formula, charge and spin**: 4.7 kcal per mole

=====

Entry 8:
A gas-phase ion, CHClN4OP (charge -1) at a distorted geometry, computed with ωB97M-V/def2-TZVPD.

Geometry as XYZ:
```
9
Properties=species:S:1:pos:R:3:lowdin_charge:R:1
C 0.234 0.110 -0.394 -0.80
N -0.447 1.523 -1.770 -0.15
N 0.044 1.430 -0.575 -0.07
N -0.070 -0.565 -1.536 -0.08
N -0.513 0.341 -2.320 -0.16
O -0.613 -0.297 2.266 -0.41
P 1.033 -0.561 0.970 0.58
Cl 0.636 -2.497 0.800 0.19
H -0.306 0.516 2.559 -0.11
```

Computed properties:
**Frontier orbital gap**: 8.70 eV
**E_LUMO**: 3.5 eV
**Total charge**: -1
**Energy above the lowest of the compared OMol25 structures with the same formula, charge and spin**: 38.7 kcal per mole

=====

Entry 9:
A molecular structure, C38H58DyN4O3SiTe at a distorted geometry, computed with ωB97M-V/def2-TZVPD.

Geometry as XYZ:
```
106
Properties=species:S:1:pos:R:3:lowdin_charge:R:1
Dy -0.244 -1.366 0.296 1.47
C -0.633 -3.816 -4.515 -0.04
N -0.373 -2.562 -3.893 -0.11
C -0.470 -1.318 -4.661 0.02
C 0.103 -2.492 -2.628 -0.31
O 0.194 -1.354 -1.967 -0.14
C 0.471 -3.682 -1.825 -0.06
O -0.193 -3.517 -0.550 -0.34
C -1.326 -4.375 -0.349 -0.07
C -2.472 -3.441 -0.313 -0.35
O -2.264 -2.195 -0.015 -0.15
N -3.701 -3.826 -0.633 -0.10
C -4.096 -5.210 -0.909 -0.01
C -4.728 -2.740 -0.617 0.02
H -1.069 -3.732 -5.520 0.11
H -1.282 -4.397 -3.936 0.07
H 0.261 -4.456 -4.659 0.12
H -0.937 -0.583 -4.002 0.08
H -1.159 -1.576 -5.467 0.10
H 0.508 -1.017 -5.036 0.12
H 1.571 -3.712 -1.610 0.17
H 0.143 -4.706 -2.221 0.15
H -1.218 -5.018 0.572 0.18
H -1.394 -5.119 -1.149 0.12
H -3.341 -5.650 -1.493 0.06
H -5.068 -5.299 -1.500 0.13
H -4.187 -5.833 -0.007 0.11
H -5.704 -3.143 -0.223 0.12
H -4.930 -2.452 -1.679 0.11
H -4.294 -1.899 -0.051 0.10
C -1.123 0.800 -0.417 -0.39
Si -0.032 2.175 -0.925 0.63
C 1.764 2.083 -0.075 -0.20
N 2.231 0.692 0.010 -0.23
C 3.000 0.196 -1.162 -0.20
C 4.379 0.815 -1.241 -0.16
C 5.040 0.840 0.194 -0.16
C 4.303 -0.109 1.135 -0.20
C 2.840 0.214 1.269 -0.22
C 0.456 2.273 -2.816 -0.21
C 1.711 2.734 -3.189 -0.13
C 2.102 2.685 -4.512 -0.08
C 1.198 2.314 -5.512 -0.10
C -0.074 1.992 -5.127 -0.14
C -0.463 1.994 -3.820 -0.13
C -0.661 3.879 -0.614 -0.25
C -1.923 4.194 -0.072 -0.10
C -2.299 5.486 0.268 -0.09
C -1.505 6.533 -0.167 -0.11
C -0.300 6.298 -0.780 -0.10
C 0.138 4.987 -0.949 -0.09
H -1.564 0.459 -1.391 -0.02
H -1.941 1.228 0.239 0.00
H 1.731 2.428 0.959 0.08
H 2.526 2.733 -0.554 0.07
H 2.354 0.395 -2.005 0.09
H 3.049 -0.875 -0.950 0.11
H 4.295 1.833 -1.640 0.09
H 5.000 0.280 -1.960 0.11
H 5.077 1.861 0.620 0.12
H 6.076 0.417 0.085 0.12
H 4.930 -0.038 2.060 0.13
H 4.326 -1.199 0.847 0.09
H 2.671 0.945 2.030 0.11
H 2.364 -0.718 1.536 0.01
H 2.419 3.264 -2.567 0.09
H 3.161 2.914 -4.741 0.11
H 1.498 2.474 -6.582 0.12
H -0.879 1.809 -5.894 0.13
H -1.489 1.846 -3.638 0.09
H -2.585 3.367 0.129 0.08
H -3.080 5.718 0.994 0.10
H -1.802 7.584 0.061 0.12
H 0.261 7.151 -1.276 0.13
H 1.159 4.781 -1.344 0.10
C 3.885 -3.866 1.712 -0.42
Te 1.850 -3.512 2.428 1.16
C 2.472 -2.078 3.932 -0.40
H 3.898 -4.922 1.381 0.00
H 4.562 -3.784 2.583 0.02
H 4.137 -3.183 0.903 -0.03
H 3.533 -1.940 3.808 -0.01
H 2.240 -2.477 4.911 0.00
H 1.931 -1.104 3.862 0.02
C -0.453 3.394 4.832 -0.09
N -1.442 2.771 3.949 -0.29
C -2.755 3.420 3.884 -0.10
C -1.006 1.690 3.013 -0.14
C -1.409 0.299 3.451 -0.24
C -2.035 0.072 4.711 -0.02
C -2.458 -1.215 5.008 -0.12
C -2.288 -2.286 4.178 -0.13
C -1.634 -2.079 2.977 -0.22
C -1.135 -0.795 2.642 -0.20
H 0.267 3.834 4.175 0.06
H 0.087 2.749 5.552 0.08
H -0.951 4.184 5.365 0.07
H -3.292 3.356 4.873 0.09
H -3.352 2.834 3.162 0.08
H -2.735 4.437 3.462 0.07
H 0.085 1.693 3.004 0.11
H -1.434 2.014 1.996 0.11
H -2.136 0.885 5.441 0.11
H -2.833 -1.463 6.029 0.11
H -2.653 -3.266 4.503 0.10
H -1.455 -2.910 2.315 0.03
```

Computed properties:
**Frontier orbital gap (spin up / spin down)**: 5.82 / 5.84 eV
**E_LUMO (spin up / spin down)**: -3.0 / -3.0 eV
**⟨S²⟩**: 9.332
**Total charge**: +1
**Energy above the lowest of the compared OMol25 structures with the same formula, charge and spin**: 61.1 kcal per mole
**Multiplicity**: 6

=====

Entry 10:
A molecular structure, C33H28ClN4O2Ru at a distorted geometry, computed with ωB97M-V/def2-TZVPD.

Geometry as XYZ:
```
69
Properties=species:S:1:pos:R:3:lowdin_charge:R:1
Ru -0.080 0.251 -0.178 1.35
O -1.799 -0.006 -1.549 -0.15
C -2.618 -0.984 -1.564 -0.36
C -3.379 -1.217 -2.735 -0.02
C -4.316 -2.219 -2.805 -0.08
C -4.484 -3.095 -1.726 -0.11
C -3.735 -2.934 -0.588 -0.06
C -2.826 -1.865 -0.433 -0.16
C -2.196 -1.673 0.811 -0.09
N -1.409 -0.667 1.160 -0.12
C -0.983 -0.619 2.540 -0.23
C -0.388 0.762 2.825 -0.22
N 0.677 0.963 1.881 -0.07
C 1.748 1.607 2.189 -0.09
C 2.935 1.592 1.402 -0.16
C 3.986 2.482 1.660 -0.06
C 5.153 2.427 0.938 -0.11
C 5.301 1.468 -0.067 -0.09
C 4.315 0.553 -0.318 -0.02
C 3.095 0.568 0.406 -0.39
O 2.207 -0.324 0.190 -0.17
H -3.209 -0.555 -3.571 0.12
H -4.919 -2.331 -3.694 0.10
H -5.204 -3.899 -1.794 0.09
H -3.858 -3.619 0.240 0.11
H -2.420 -2.423 1.572 0.13
H -0.216 -1.387 2.737 0.13
H -1.828 -0.799 3.219 0.12
H -0.020 0.834 3.860 0.12
H -1.188 1.502 2.682 0.11
H 1.801 2.149 3.143 0.14
H 3.856 3.229 2.431 0.11
H 5.951 3.126 1.137 0.09
H 6.207 1.451 -0.652 0.10
H 4.426 -0.192 -1.092 0.12
N 0.517 -2.036 -1.042 0.10
C 0.134 -2.183 -2.378 -0.26
C -0.623 -3.285 -2.771 -0.04
C -1.019 -3.439 -4.085 -0.09
C -0.675 -2.483 -5.025 -0.09
C 0.073 -1.386 -4.640 -0.03
C 0.495 -1.211 -3.327 -0.13
C 1.276 -0.002 -2.993 -0.19
C 2.289 0.389 -3.876 -0.04
C 3.005 1.553 -3.679 -0.09
C 2.710 2.369 -2.603 -0.09
C 1.720 1.984 -1.713 -0.15
C 1.023 0.797 -1.877 -0.19
H 1.478 -1.717 -0.908 0.08
H 0.311 -2.852 -0.475 0.11
H -0.901 -4.024 -2.029 0.11
H -1.587 -4.309 -4.376 0.10
H -0.989 -2.586 -6.052 0.10
H 0.321 -0.628 -5.368 0.11
H 2.532 -0.251 -4.714 0.11
H 3.802 1.816 -4.361 0.10
H 3.239 3.297 -2.443 0.10
H 1.519 2.625 -0.861 0.09
Cl -0.132 5.859 1.343 0.69
C -0.548 4.722 0.108 -0.65
C -0.680 5.122 -1.215 -0.06
C -1.081 4.144 -2.129 -0.03
C -1.290 2.852 -1.700 -0.13
N -1.108 2.464 -0.428 0.04
C -0.763 3.405 0.461 -0.17
H -0.500 6.140 -1.515 0.11
H -1.218 4.407 -3.164 0.11
H -1.622 2.078 -2.377 0.11
H -0.673 3.112 1.495 0.08
```

Computed properties:
**Frontier orbital gap (spin up / spin down)**: 6.70 / 7.02 eV
**E_LUMO (spin up / spin down)**: -0.4 / -0.2 eV
**⟨S²⟩**: 0.774
**Energy above the lowest of the compared OMol25 structures with the same formula, charge and spin**: 27.3 kcal per mole
**Multiplicity**: 2